Entry 1:
Entry from the Open Molecules 2025 dataset: a structure of composition C34H16F18FeGeN7S4 (ωB97M-V with the def2-TZVPD basis set).

```
! RIJCOSX wB97M-V def2-TZVPD def2/J DEFGRID3
* xyz 2 6
F 7.3404 4.5444 -1.9084
Fe -0.1213 0.0088 0.3735
N -1.3472 0.1166 3.7678
C 5.2678 3.1007 0.6477
C -2.3143 2.0246 -0.4136
N -1.6996 0.9245 1.6078
C 2.7176 1.6194 5.3486
H 2.3750 -4.7573 4.3605
H 2.7681 -0.3125 1.7061
C 0.1685 4.5672 0.2364
C 3.9253 4.3716 -0.8052
C 5.0281 4.7123 -1.5655
H 0.8031 -2.3257 -1.4990
H -4.0263 -2.9618 -1.1606
H -3.8552 3.5199 -1.0170
H -0.6471 -0.5496 3.4106
N 2.9156 -1.1636 2.2483
S 0.3059 -2.0039 1.9047
C 3.7277 2.3934 5.8912
C 1.7418 -4.2183 3.6628
C -1.1122 1.7434 -2.2363
H 4.9915 -1.0125 2.8103
C 3.7945 -2.7492 3.4692
C -0.8206 -3.6411 -1.9900
C 3.9019 3.5578 3.8169
C -0.1623 6.3112 2.3231
C 0.8289 5.3401 2.3488
C 6.2750 4.2340 -1.1963
C -2.9557 -2.8480 -1.2612
N -1.2830 1.3548 -0.9929
H 0.6489 0.8388 -2.5726
F -1.6540 5.5636 -0.8861
F 1.6017 5.3090 3.4401
C -3.4906 2.4111 1.7732
C 1.9360 -2.0465 2.4671
C 1.0312 4.4399 1.3134
F -0.3108 7.1445 3.3405
F -1.9688 7.2977 1.1857
S -3.3472 1.8854 3.3709
F 1.2877 1.0863 3.6045
N -0.1168 1.3386 -3.0062
C 2.9113 2.7856 3.2276
Ge 2.4381 3.0806 1.3540
F 5.2853 4.1314 5.6325
F 2.7331 4.8556 -1.1991
H 1.5096 -4.8534 2.8110
F 5.4278 2.2811 1.6976
H 0.8203 -3.9256 4.1590
C -2.1857 -3.8222 -1.8801
F 2.1103 0.6922 6.0888
C -0.8354 5.5107 0.1752
F -1.9919 -5.8901 -2.9935
F 0.2699 3.7356 -0.8216
H 4.4095 -3.4077 4.0566
C -1.9937 0.8548 2.8991
C -2.5331 1.8015 0.9694
H -2.8917 -0.9405 -0.2927
F 4.4951 4.5220 3.1040
F 4.1081 2.2055 7.1403
N 2.4599 -3.0285 3.2194
C 2.3255 1.8312 4.0398
C -2.8645 -5.0655 -2.4146
H -0.1928 -4.3788 -2.4681
N -0.9963 -1.5412 -0.8663
C -0.2668 -2.4907 -1.4580
C 4.0070 3.5728 0.3219
F 7.5837 2.9413 0.2679
S -2.3223 2.8959 -2.7939
H 0.0349 1.7198 -3.9263
F -3.4713 -5.7190 -1.4165
C -2.3210 -1.7249 -0.7764
F -3.7950 -4.7289 -3.3162
C -1.0056 6.3958 1.2281
C 6.3967 3.4192 -0.0814
H -1.6121 0.0841 4.7395
F 4.8981 5.4840 -2.6372
C 4.3256 3.3787 5.1194
S 1.8445 1.1292 0.5377
H -4.2373 3.1358 1.4839
C -3.0071 2.8955 -1.2554
C 4.0786 -1.5793 2.8617
*
```

Summary:
* HOMO-LUMO gap (spin up / spin down): 6.9 / 4.1 eV
* largest force on an atom: 0.017 Eh/bohr
* relative energy (zero: lowest compared OMol25 entry of this formula, charge and spin): 5.1 kcal/mol
* DFT total energy: -229094.7354 eV

Entry 2:
Entry from the Open Molecules 2025 dataset: a structure of composition C34H18BiN9O6S6 (ωB97M-V with the def2-TZVPD basis set).

```
! RIJCOSX wB97M-V def2-TZVPD def2/J DEFGRID3
* xyz -2 1
C -0.4234 -1.5023 0.4382
H 4.2375 0.5960 6.0172
C -2.9198 -1.2123 1.4728
H -4.4204 -1.0860 3.0362
H 0.1907 -2.1707 2.3982
C -4.3472 0.0891 -2.8551
H 3.0158 -5.1655 -0.8515
H -6.1563 -0.1398 1.5710
O 3.0945 1.8138 0.2022
C -5.6138 0.4898 -2.4027
C -3.6761 -0.5215 -0.7661
S -2.0209 -1.7029 -5.0359
C 1.8753 4.1471 -2.8899
H -2.0861 -1.8619 3.3542
C 2.0317 0.6167 3.4184
C 4.8408 -2.3429 -0.2232
S -1.8247 2.8893 -3.0896
H 4.6628 2.2412 2.0643
C -0.0056 -1.6096 -3.5298
C 3.8344 0.7910 5.0373
S -1.8449 2.5184 0.3368
H -0.7247 -3.5911 -4.1792
S 2.7495 5.4385 -3.4801
H 5.0467 -4.4081 0.3450
C 4.1122 -1.3849 -0.9032
N -5.3925 3.3809 0.6352
C -4.3791 3.5638 -2.6819
H -4.0944 0.2047 -3.9050
N -5.3470 3.8547 -3.2364
Bi 0.1094 1.9258 -1.4693
C 2.2566 1.5155 1.0543
C 2.5845 -3.1565 -1.5463
C -5.1816 -0.4071 1.1803
H 0.5783 -1.5319 0.0345
N 1.4301 -3.2099 -2.2996
N 2.0417 -1.0614 -2.2918
H 4.3869 -0.3384 -0.9177
C -4.4172 3.2306 0.0396
H -6.8575 0.6436 -0.6671
C 1.1592 -1.9226 -2.7038
C -2.6192 -0.9853 0.1206
N 1.7791 -0.3782 5.6651
C -0.6339 -1.8379 1.7839
S 1.0266 4.3283 -1.3694
N 5.9074 1.9479 4.4440
O 1.0114 1.3788 0.9340
S 1.7073 2.6266 -3.6765
C -4.2303 -0.9207 1.9822
O 2.2279 -0.4732 6.7930
N -1.3748 -1.1076 -0.3786
O 0.7218 -0.8548 5.3059
H 1.0264 0.3164 3.1638
C -4.9277 -0.1983 -0.2173
C -1.8871 -1.6721 2.3054
H 0.8443 -4.0103 -2.4491
C -0.8000 -2.5171 -4.1618
C 4.0683 1.7300 2.8079
C 2.7932 1.2911 2.4748
C 4.4486 -3.6909 -0.2035
C -3.1709 3.1561 -2.0173
C -5.9022 0.3361 -1.0748
C 3.3163 -4.1256 -0.8687
C 2.5729 0.3686 4.6685
H -6.3160 0.9387 -3.0904
O 6.3404 1.6313 5.5382
N -3.4084 -0.4004 -2.0805
C -1.3858 -0.2014 -4.4789
H -1.8568 0.7408 -4.7208
N -0.3577 -0.2979 -3.7096
C 4.5534 1.4802 4.0802
C 2.9607 -1.8061 -1.5665
H 5.7350 -2.0490 0.3122
C -3.1826 3.0053 -0.6654
O 6.5071 2.6273 3.6388
*
```

Summary:
* HOMO-LUMO gap: 5.0 eV
* largest force on an atom: 0.011 Eh/bohr
* relative energy (zero: lowest compared OMol25 entry of this formula, charge and spin): 0.0 kcal/mol
* DFT total energy: -132098.3538 eV